# 1
Below is C22H49EuN2OP3S as an isolated structure, with properties calculated with ωB97M-V/def2-TZVPD.

XYZ file:
```
79
Properties=species:S:1:pos:R:3:forces:R:3:lowdin_spin:R:1
Eu 1.096 -0.524 -1.690 -2.08 -1.14 4.31 4.89
P -1.877 0.881 2.277 -1.34 -1.86 1.07 0.42
P -1.512 0.292 -2.936 -1.42 0.24 -0.18 -0.01
P 2.841 0.514 0.684 0.91 0.54 0.78 0.00
H 1.055 1.630 -3.641 -0.05 -0.32 0.11 0.00
C 1.840 0.950 -3.306 1.69 -0.17 -2.65 0.05
C 1.973 -0.343 -3.791 0.97 1.94 -2.52 0.07
H 1.269 -0.761 -4.538 0.29 0.26 0.56 0.01
C -2.710 1.279 3.851 0.30 0.99 -0.02 0.06
C -3.168 0.043 1.292 0.18 0.43 -0.79 0.06
C -0.637 -0.388 2.654 0.97 0.04 -0.23 0.07
C -1.625 0.955 -4.643 0.59 -0.12 -0.22 0.00
C -2.848 -0.970 -3.012 0.34 -0.38 0.11 0.00
C -2.387 1.630 -2.026 0.19 0.09 0.54 0.00
C 4.262 1.397 -0.090 -0.15 -0.16 -0.38 0.00
C 3.774 -0.635 1.787 -0.20 -0.43 -0.20 0.00
C 2.348 1.768 1.947 -0.46 0.19 -0.03 0.00
H 2.668 1.446 -2.762 -0.36 -0.43 -0.11 0.01
H 2.905 -0.916 -3.663 -0.27 0.23 0.08 0.01
H -2.356 0.627 4.655 0.00 0.07 -0.19 0.01
H -3.798 1.216 3.748 0.24 -0.01 -0.11 0.00
H -2.455 2.319 4.099 -0.17 -0.24 0.27 0.01
H -3.971 -0.352 1.925 0.31 0.15 0.08 0.01
H -2.728 -0.765 0.692 -0.04 0.20 0.16 0.00
H -3.601 0.780 0.604 -0.10 -0.19 0.13 0.01
H -0.842 -0.872 3.619 -0.08 0.22 -0.21 0.01
H 0.355 0.089 2.705 -0.26 -0.22 0.20 0.01
H -0.583 -1.148 1.860 -0.21 0.32 0.17 0.00
H -2.398 0.403 -5.193 0.27 0.24 0.04 0.00
H -0.653 0.818 -5.133 -0.35 0.12 -0.26 0.00
H -1.868 2.024 -4.618 0.10 -0.35 -0.12 0.00
H -3.774 -0.520 -3.398 0.30 -0.10 0.11 0.00
H -3.022 -1.410 -2.022 -0.05 0.11 -0.26 0.00
H -2.520 -1.776 -3.683 -0.21 0.12 0.14 0.00
H -3.414 1.308 -1.809 0.24 0.20 -0.10 0.00
H -2.409 2.539 -2.639 -0.05 -0.20 0.27 0.00
H -1.874 1.868 -1.083 -0.32 0.02 -0.29 0.00
H 5.052 1.554 0.657 -0.23 0.02 -0.24 0.00
H 3.930 2.367 -0.483 0.12 -0.20 0.06 0.00
H 4.661 0.795 -0.918 0.08 0.22 0.19 0.00
H 4.712 -0.165 2.116 -0.33 -0.13 -0.07 0.00
H 4.006 -1.566 1.252 0.11 0.21 0.27 0.00
H 3.164 -0.878 2.669 0.18 -0.02 -0.27 0.00
H 2.998 2.653 1.867 -0.27 -0.32 0.11 0.00
H 2.434 1.338 2.955 0.01 0.20 -0.30 0.00
H 1.306 2.087 1.784 0.36 0.05 0.14 0.00
C -0.375 4.072 0.294 -0.10 0.15 -0.59 0.04
C -0.614 5.425 0.551 -0.14 -0.11 -0.47 0.04
C 0.116 6.371 -0.163 0.22 -0.06 0.19 0.00
C 1.154 5.958 -1.026 -0.25 0.22 0.30 0.06
C 1.463 4.597 -1.193 -0.29 -0.28 0.63 0.01
C 0.700 3.640 -0.513 -0.36 0.64 -0.19 0.04
O -1.414 3.219 0.606 0.44 0.35 -0.87 0.10
H -1.261 2.729 1.425 0.13 -0.55 1.10 0.03
H -1.488 5.658 1.171 0.50 0.16 -0.28 0.00
H -0.143 7.431 -0.043 0.31 -0.51 -0.15 0.00
H 1.714 6.733 -1.549 -0.07 -0.32 0.03 0.00
H 2.281 4.257 -1.834 -0.26 0.37 0.15 0.00
H 0.862 2.571 -0.668 -0.05 0.17 0.03 0.00
C 2.214 -3.104 -0.733 -0.14 -0.25 0.51 0.00
N 1.348 -4.034 -0.003 -0.58 0.62 -0.53 0.00
C 1.868 -5.376 0.238 0.51 -0.55 0.32 0.00
C 0.023 -3.791 0.104 0.18 -1.23 0.53 0.00
S -0.716 -2.410 -0.572 -0.04 0.07 -0.28 -0.01
N -0.728 -4.735 0.761 0.29 1.46 -0.28 0.00
C -0.317 -5.163 2.109 0.13 -0.71 0.18 0.00
C -2.176 -4.724 0.552 -0.16 0.01 -0.14 0.00
H 3.210 -3.554 -0.800 -0.24 0.24 -0.03 0.00
H 2.309 -2.158 -0.159 0.01 -0.34 -0.24 0.00
H 1.839 -2.936 -1.767 0.15 -0.28 0.33 0.00
H 2.214 -5.482 1.278 -0.09 -0.05 -0.41 0.00
H 1.095 -6.129 0.035 0.26 0.30 -0.01 0.00
H 2.720 -5.536 -0.428 -0.22 -0.10 0.14 0.00
H 0.414 -4.479 2.562 -0.17 -0.18 -0.24 0.00
H -1.209 -5.196 2.746 0.26 0.11 -0.19 0.00
H 0.095 -6.180 2.066 -0.05 0.30 0.25 0.00
H -2.654 -3.892 1.087 0.05 -0.17 -0.08 0.00
H -2.577 -5.669 0.928 0.08 0.17 -0.14 0.00
H -2.385 -4.637 -0.519 -0.07 -0.09 0.30 0.00
```
Forces are in eV/Å.

Computed properties:
* gap between HOMO and LUMO (spin up / spin down): 7.474 / 4.260 eV
* <S²>: 12.0183
* total charge: +3
* multiplicity: 7
* energy relative to the best compared isomer or geometry (same formula, charge and spin): 0.378 eV


# 2
Below is C35H36Cu2F3N5O13Pt as an isolated structure, with properties calculated with ωB97M-V/def2-TZVPD.

XYZ file:
```
95
Properties=species:S:1:pos:R:3:forces:R:3:lowdin_spin:R:1
Cu -2.422 3.337 0.195 0.06 0.22 -0.46 0.00
Cu -3.430 -0.262 2.095 -0.02 -0.18 0.49 0.00
Pt 3.876 1.632 -0.120 -2.05 -1.18 -0.39 0.89
C 0.627 -1.105 1.145 -2.44 1.09 -0.37 0.00
C 1.461 -0.263 0.451 1.40 0.03 1.36 0.00
C 0.906 0.896 -0.412 2.90 1.52 -0.97 0.00
O 1.731 1.608 -1.135 0.48 -1.47 1.78 0.05
C -0.391 1.291 -0.351 -0.38 -0.71 0.37 0.00
C -1.271 0.581 0.448 0.14 -1.53 -0.55 0.00
C -0.769 -0.768 1.178 -0.12 -0.89 -0.12 0.00
O -1.603 -1.541 1.724 0.23 1.91 -0.66 0.00
O -2.485 0.855 0.449 -1.08 0.15 1.54 0.00
O 2.730 -0.368 0.676 0.25 1.20 -1.24 0.05
H 0.887 -1.874 1.858 0.58 -0.06 -0.23 0.00
H -0.737 2.093 -0.986 -0.01 0.10 -0.03 0.00
C -2.120 -3.118 -2.784 -1.60 -2.28 -1.30 0.00
C -1.424 -2.150 -2.018 1.41 1.49 0.87 0.00
O -2.113 -0.972 -2.425 0.64 0.95 1.08 0.00
C -3.386 -1.320 -2.646 -4.04 3.84 -0.07 0.00
O -4.335 -0.499 -2.746 3.71 -3.12 0.27 0.00
O -3.483 -2.627 -2.676 -0.10 -1.34 -0.51 0.00
F -0.152 -2.037 -2.428 0.91 0.23 -0.09 0.00
H -2.052 -4.141 -2.415 -0.21 0.12 -0.26 0.00
H -1.751 -2.992 -3.802 -0.28 -0.49 -0.25 0.00
H -1.395 -2.364 -0.950 -0.34 0.68 0.29 0.00
C -0.703 -4.540 2.873 -0.19 -0.29 -1.06 0.00
C 0.689 -5.057 3.061 -0.31 -1.33 -0.20 0.00
O 1.159 -4.579 4.298 -0.50 -0.61 -1.15 0.00
C 0.155 -3.889 4.867 -1.23 0.31 1.80 0.00
O 0.239 -3.341 5.920 -0.36 -0.23 -1.36 0.00
O -1.018 -4.031 4.108 0.79 1.04 2.47 0.00
F 1.450 -4.541 2.098 1.81 1.09 -1.61 0.00
H -1.407 -5.314 2.566 0.00 -0.03 0.17 0.00
H -0.709 -3.734 2.139 0.03 -0.02 -0.20 0.00
H 0.739 -6.133 2.889 0.34 -0.16 0.95 0.00
C 3.965 -3.011 -1.471 2.06 2.73 2.27 0.00
C 5.363 -2.930 -2.149 -3.49 -0.17 1.12 0.00
O 4.916 -3.113 -3.475 1.96 -0.12 0.05 0.00
C 3.773 -3.885 -3.480 -1.73 1.07 -4.79 0.00
O 3.257 -4.269 -4.534 1.90 0.55 4.17 0.00
O 3.203 -3.777 -2.283 -1.54 -1.72 -0.11 0.00
F 6.004 -3.997 -1.685 1.68 -2.22 0.00 0.00
H 3.598 -2.007 -1.257 -0.66 0.39 -0.97 0.00
H 4.066 -3.310 -0.428 0.00 -1.26 -0.31 0.00
H 5.984 -2.121 -1.767 -0.26 0.82 -1.57 0.00
N 1.993 5.038 -4.260 0.41 1.06 -0.60 0.00
C 1.121 4.029 -4.117 1.09 -1.22 0.95 0.00
C -0.077 4.433 -4.548 -1.93 -1.42 0.59 0.00
C -0.022 5.747 -4.991 1.83 0.92 0.04 0.00
C 1.344 6.114 -4.856 -1.41 -0.22 0.73 0.00
H 2.955 4.953 -3.965 -0.15 0.46 -0.39 0.00
H 1.393 3.091 -3.657 0.12 0.04 -0.11 0.00
H -0.895 3.751 -4.367 -0.46 0.32 -0.64 0.00
H -0.887 6.316 -5.299 0.42 0.25 -0.24 0.00
H 1.815 7.081 -4.952 0.07 -0.22 -0.23 0.00
N -0.451 6.013 -0.410 -0.99 0.61 1.55 0.00
C -0.027 4.793 -0.174 2.19 -3.58 -2.63 0.00
C 0.005 4.445 1.145 0.62 -1.57 -0.50 0.00
C -0.441 5.548 1.790 -2.10 3.18 1.58 0.00
C -0.841 6.478 0.836 0.78 1.31 -0.29 0.00
H -0.367 6.493 -1.294 -0.36 0.02 0.21 0.00
H 0.509 4.212 -0.910 -0.25 0.07 -0.49 0.00
H 0.557 3.621 1.571 -0.27 -0.16 -0.17 0.00
H -0.470 5.719 2.856 -0.27 -0.01 -0.06 0.00
H -1.234 7.484 0.856 -0.03 -0.13 0.58 0.00
N 4.162 -2.715 1.991 1.44 -1.01 0.54 0.04
C 5.258 -2.107 2.467 -1.70 4.78 -0.14 0.32
C 6.297 -2.925 2.764 0.94 -2.83 0.25 0.16
C 5.774 -4.166 2.459 5.83 -1.13 1.58 0.11
C 4.554 -4.038 1.991 -5.24 -0.31 -1.86 0.33
H 3.299 -2.299 1.670 -0.10 0.40 -0.11 0.00
H 5.315 -1.037 2.600 -0.46 0.14 -0.15 0.01
H 7.286 -2.725 3.148 -0.21 0.31 -0.05 0.00
H 6.386 -5.055 2.508 -0.46 -0.28 0.05 0.00
H 3.891 -4.818 1.648 -0.07 0.09 -0.04 0.01
N -3.421 -2.578 3.945 1.50 1.39 0.94 0.00
C -3.117 -1.349 4.530 -1.34 -0.25 -1.27 0.00
C -4.327 -0.557 4.462 2.97 -1.21 -0.45 0.00
C -5.255 -1.414 3.809 -2.17 1.79 0.34 0.00
C -4.690 -2.592 3.547 -0.05 -2.14 -1.10 0.00
H -2.712 -3.229 3.638 -0.24 0.16 0.57 0.00
H -2.084 -1.218 4.817 -0.26 0.45 0.35 0.00
H -4.434 0.430 4.887 -0.23 -0.16 -0.03 0.00
H -6.314 -1.235 3.691 0.08 0.21 -0.09 0.00
H -5.071 -3.502 3.106 -0.30 0.24 -0.04 0.00
N -3.140 3.079 -2.491 0.22 -2.45 -0.51 0.00
C -2.877 4.375 -2.261 -0.95 1.28 -0.31 0.00
C -4.038 4.897 -1.639 2.83 0.30 0.43 0.00
C -4.809 3.782 -1.294 -1.68 -0.24 0.51 0.00
C -4.298 2.671 -1.911 -0.19 0.13 0.33 0.00
H -2.681 2.447 -3.132 0.45 0.30 0.12 0.00
H -1.962 4.789 -2.657 -0.33 0.34 -0.08 0.00
H -4.186 5.950 -1.452 -0.11 -0.17 0.34 0.00
H -5.713 3.797 -0.704 -0.09 0.06 -0.23 0.00
H -4.696 1.672 -2.007 0.28 0.04 -0.01 0.00
```
Forces are in eV/Å.

Computed properties:
* gap between HOMO and LUMO (spin up / spin down): 5.244 / 2.751 eV
* <S²>: 2.0376
* total charge: +2
* multiplicity: 3


# 3
Below is C14H19BrNO6Y as an isolated structure, with properties calculated with ωB97M-V/def2-TZVPD.

XYZ file:
```
42
Properties=species:S:1:pos:R:3:forces:R:3:lowdin_charge:R:1
Y 0.109 -0.398 -0.079 0.72 0.14 0.71 1.71
C -2.196 0.135 1.977 0.01 0.11 -0.24 -0.08
C -2.137 -1.381 1.912 0.13 -0.23 -0.07 -0.10
O -0.806 -1.786 1.471 -0.36 -0.43 0.52 -0.26
C -0.610 -3.213 1.243 -0.25 0.16 0.04 -0.10
C 0.533 -3.374 0.258 -0.15 0.00 -0.20 -0.09
O 0.391 -2.479 -0.885 -0.24 -0.51 0.08 -0.27
C -0.475 -2.830 -2.004 0.12 -0.06 0.16 -0.08
C -1.805 -2.094 -1.944 -0.14 0.22 -0.01 -0.09
O -1.584 -0.722 -1.500 -0.38 -0.18 -0.20 -0.25
C -2.783 0.073 -1.253 0.04 -0.22 -0.10 -0.09
C -2.424 1.216 -0.318 -0.04 -0.21 0.28 -0.08
O -1.593 0.754 0.796 -0.68 0.01 0.12 -0.26
H -1.632 0.516 2.826 0.06 0.04 0.00 0.15
H -3.229 0.466 2.074 -0.03 -0.01 0.03 0.16
H -2.856 -1.795 1.202 -0.06 0.01 -0.01 0.13
H -2.339 -1.793 2.900 -0.02 -0.02 0.04 0.16
H -1.544 -3.626 0.858 -0.01 -0.03 -0.03 0.14
H -0.364 -3.704 2.184 -0.02 -0.04 0.03 0.16
H 0.612 -4.405 -0.084 -0.02 -0.06 -0.01 0.16
H 1.490 -3.110 0.710 0.05 0.05 0.00 0.15
H -0.655 -3.904 -2.001 0.00 -0.04 -0.06 0.16
H 0.088 -2.574 -2.898 0.04 0.07 -0.02 0.14
H -2.514 -2.553 -1.252 0.01 -0.06 0.04 0.13
H -2.239 -2.089 -2.944 -0.09 0.03 0.00 0.16
H -3.540 -0.588 -0.830 -0.04 0.01 0.04 0.14
H -3.150 0.480 -2.195 -0.03 -0.04 -0.05 0.16
H -3.329 1.681 0.066 -0.02 0.05 0.01 0.16
H -1.829 1.980 -0.815 0.09 0.01 -0.02 0.15
Br 3.392 -2.825 -4.612 0.00 -0.07 -0.03 0.79
C 3.413 -0.971 -4.282 -0.01 -0.07 -0.02 -0.67
C 4.048 -0.101 -5.159 0.20 0.34 -0.21 -0.14
N 4.086 1.222 -4.976 -0.33 -0.53 0.46 0.12
C 3.473 1.697 -3.890 0.24 0.27 -0.33 -0.04
C 2.807 0.902 -2.963 0.09 -0.17 -0.19 -0.13
C 2.785 -0.472 -3.167 -0.06 0.07 0.08 -0.08
C 2.138 1.560 -1.831 -0.68 -0.24 0.71 -0.46
O 2.212 2.708 -1.533 0.05 0.06 -0.04 0.17
O 1.302 0.710 -1.080 1.85 1.50 -1.59 -0.27
H 4.548 -0.489 -6.039 -0.01 0.04 0.00 0.12
H 3.505 2.771 -3.749 -0.01 -0.02 0.02 0.14
H 2.306 -1.151 -2.476 -0.03 0.03 0.06 0.08
```
Forces are in eV/Å.

Computed properties:
* gap between HOMO and LUMO: 7.524 eV
* total charge: +2
* energy relative to the best compared isomer or geometry (same formula, charge and spin): 0.237 eV


Record-wise max |F| values, in eV/A: 4.9 6.1 2.9